(1)
Computed, not measured: 2 unconnected molecules or ions with the total composition C3H7FO, with the ωB97M-V functional and the def2-TZVPD basis.

- HOMO level (alpha / beta): -8.244 / -7.271 eV
- ΔE to the lowest compared entry with this formula, charge and spin: 97.6 kcal/mol
- Lowest unoccupied orbital energy (alpha / beta): 0.904 / 0.779 eV
- Kohn-Sham gap (alpha / beta): 9.15 / 8.05 eV

Last column: natural (NBO) charge in e.
CARTESIAN COORDINATES (ANGSTROEM)
C 0.442 -1.202 -0.996  -0.72
C -0.651 1.751 0.887  -0.10
C 0.583 -0.908 0.469  0.25
O -1.145 1.686 2.149  -0.66
F 1.878 -0.616 0.843  -0.38
H 0.762 -0.278 -1.482  0.22
H -0.606 -1.418 -1.080  0.22
H 0.859 -2.067 -1.417  0.22
H 0.346 1.825 0.840  0.15
H -1.453 1.751 0.113  0.17
H 0.193 -1.560 1.294  0.14
H -0.341 1.976 2.595  0.47



(2)
Computed, not measured: a gas-phase ion, C5H9N4S3 (charge +1), with the ωB97M-V functional and the def2-TZVPD basis.

- HOMO level (alpha / beta): -11.838 / -11.769 eV
- ΔE to the lowest compared entry with this formula, charge and spin: 44.5 kcal/mol
- Total charge: +1
- Structure (SMILES): CSC(=S)c1[nH+]c(N)nn1SC
- Lowest unoccupied orbital energy (alpha / beta): -5.389 / -5.366 eV
- Kohn-Sham gap (alpha / beta): 6.45 / 6.40 eV

Last column: natural (NBO) charge in e.
CARTESIAN COORDINATES (ANGSTROEM)
C 0.720 2.233 0.548  0.53
C 0.713 -0.577 -1.745  -0.43
C 0.695 0.371 -0.746  0.36
C 0.381 -3.004 -2.958  -0.74
C -1.471 -0.438 2.867  -0.76
N 0.210 1.365 1.399  -0.27
N 0.120 0.180 0.863  -0.28
N 1.003 1.672 -0.670  -0.52
N 0.911 3.525 0.828  -0.77
S 1.029 -0.023 -3.292  0.02
S 0.378 -2.241 -1.322  0.39
S -0.545 -1.186 1.506  0.61
H 1.274 -2.692 -3.493  0.26
H -0.512 -2.705 -3.501  0.25
H 0.384 -4.077 -2.798  0.25
H -2.078 0.374 2.481  0.25
H -0.787 -0.078 3.631  0.25
H -2.101 -1.227 3.266  0.26
H 1.415 2.163 -1.452  0.47
H 0.747 3.841 1.769  0.44
H 1.383 4.142 0.192  0.42



(3)
Computed, not measured: 9 unconnected molecules or ions with the total composition C20H47BrN17O12, with the ωB97M-V functional and the def2-TZVPD basis.

- HOMO level: -10.341 eV
- Total charge: +1
- Lowest unoccupied orbital energy: -5.200 eV
- Kohn-Sham gap: 5.14 eV

Last column: Mulliken charge in e.
CARTESIAN COORDINATES (ANGSTROEM)
C 5.101 -2.766 3.104  -0.99
C 4.355 -1.822 2.015  0.76
O 3.548 -2.338 1.190  -0.72
O 4.651 -0.437 2.098  -0.38
C 3.882 0.331 1.148  -0.35
N 2.514 0.699 1.666  0.80
C 2.479 1.649 2.768  -0.51
C 1.151 2.122 3.419  -0.88
C -0.168 1.562 2.820  1.12
C -1.563 2.040 3.437  -0.26
O -2.406 2.526 2.650  -0.43
O -1.804 1.852 4.839  -0.27
C -0.110 0.532 1.634  0.26
C -1.435 -0.089 0.999  -0.67
C -2.049 -1.336 1.802  -0.19
C -0.968 -2.270 2.535  -1.04
Br -3.429 -0.826 3.159  -0.13
C 1.308 0.126 1.087  -0.14
H 6.224 -2.600 2.919  0.33
H 4.767 -3.847 2.994  0.29
H 4.818 -2.305 4.126  0.33
H 4.436 1.341 1.020  0.31
H 3.844 -0.129 0.102  0.20
H 3.470 2.038 3.200  0.45
H 1.212 2.848 4.301  0.36
H -1.609 2.727 5.250  0.36
H -2.237 0.724 0.840  -0.03
H -1.170 -0.473 -0.059  0.46
H -2.582 -1.997 1.018  0.46
H -0.229 -1.696 3.192  0.21
H -1.560 -2.969 3.241  0.46
H -0.437 -2.896 1.722  0.26
H 1.421 -0.628 0.234  0.38
C -3.456 2.882 -1.754  0.68
O -4.177 2.733 -2.730  -0.76
N -2.131 3.151 -1.860  -0.33
N -3.917 2.791 -0.484  -0.24
H -1.522 3.277 -1.072  0.14
H -1.750 3.225 -2.790  0.20
H -4.897 2.593 -0.363  0.19
H -3.341 2.910 0.331  0.13
C 3.946 4.086 0.182  0.64
O 3.999 2.859 0.111  -0.72
N 4.665 4.892 -0.627  -0.46
N 3.161 4.733 1.075  -0.33
H 4.637 5.895 -0.587  0.17
H 5.262 4.446 -1.307  0.24
H 2.607 4.166 1.697  0.18
H 3.104 5.733 1.148  0.17
C -5.621 -0.884 -2.603  0.67
O -4.652 -1.414 -3.132  -0.69
N -5.710 0.458 -2.419  -0.27
N -6.687 -1.591 -2.156  -0.31
H -6.495 0.911 -1.988  0.15
H -4.933 1.022 -2.741  0.18
H -6.660 -2.591 -2.276  0.22
H -7.490 -1.175 -1.721  0.15
C 2.609 0.689 -3.299  0.41
O 2.259 1.735 -3.832  -0.76
N 3.193 0.650 -2.076  0.06
N 2.446 -0.521 -3.876  -0.31
H 3.487 -0.200 -1.627  0.25
H 3.337 1.531 -1.604  -0.01
H 2.016 -0.545 -4.786  0.21
H 2.731 -1.385 -3.442  0.29
C 5.573 3.148 -6.146  0.57
O 6.346 4.016 -6.524  -0.67
N 4.521 3.408 -5.333  -0.28
N 5.701 1.847 -6.508  -0.33
H 3.874 2.708 -5.011  0.21
H 4.392 4.363 -5.042  0.17
H 6.472 1.613 -7.113  0.21
H 5.078 1.119 -6.209  0.16
C 4.367 -3.633 -1.952  0.59
O 3.676 -2.648 -2.200  -0.66
N 4.533 -4.103 -0.695  -0.34
N 5.018 -4.329 -2.913  -0.41
H 5.092 -4.905 -0.466  0.16
H 4.057 -3.604 0.048  0.30
H 4.918 -4.007 -3.862  0.23
H 5.587 -5.135 -2.730  0.16
C -2.881 0.108 8.850  0.60
O -3.429 -0.281 9.867  -0.64
N -1.536 0.267 8.758  -0.32
N -3.567 0.415 7.721  -0.31
H -1.066 0.586 7.930  0.13
H -0.991 0.049 9.576  0.21
H -4.568 0.310 7.749  0.18
H -3.135 0.737 6.873  0.16
C -8.905 -4.689 -3.431  0.61
O -8.195 -3.750 -3.100  -0.65
N -10.150 -4.877 -2.930  -0.39
N -8.507 -5.624 -4.327  -0.39
H -10.748 -5.640 -3.188  0.17
H -10.481 -4.202 -2.260  0.21
H -7.587 -5.518 -4.723  0.22
H -9.074 -6.402 -4.613  0.17



(4)
Computed, not measured: a molecular structure, C25H28BBaN7O2, with the ωB97M-V functional and the def2-TZVPD basis.

- HOMO level: -7.368 eV
- Lowest unoccupied orbital energy: -0.108 eV
- Kohn-Sham gap: 7.26 eV

Last column: Mulliken charge in e.
CARTESIAN COORDINATES (ANGSTROEM)
H 0.267 -2.090 -2.374  0.56
N -1.703 -1.321 -2.220  0.25
B -4.229 -0.963 -2.382  0.08
N -2.932 -1.790 -2.656  -0.20
C -2.767 -2.930 -3.354  -0.17
Ba -0.907 1.074 -0.987  1.79
H -3.626 -3.421 -3.789  0.44
C -1.404 -3.241 -3.361  -1.10
H -0.941 -4.087 -3.834  0.40
C -0.780 -2.215 -2.625  -0.45
H -5.194 -1.510 -2.825  -0.14
C -0.008 3.685 0.424  -0.90
H 0.718 4.182 1.077  0.27
H -0.639 3.044 1.062  0.29
H -0.611 4.433 -0.105  0.33
N -3.992 0.424 -3.023  -0.05
N -4.340 -0.742 -0.845  -0.08
N -2.904 1.208 -2.634  -0.07
N -3.273 -0.216 -0.122  0.18
C -4.700 1.061 -3.966  -0.22
C -5.396 -0.943 -0.032  -0.18
H -5.582 0.584 -4.368  0.44
H -6.326 -1.316 -0.438  0.44
C -4.088 2.281 -4.222  -1.03
C -5.018 -0.592 1.264  -1.09
C -2.973 2.335 -3.373  -0.16
C -3.677 -0.167 1.165  -0.32
H -4.412 3.032 -4.922  0.39
H -5.631 -0.636 2.148  0.38
H -2.230 3.121 -3.258  0.36
H -3.009 0.154 1.958  0.45
H 0.601 3.096 -0.287  0.08
C 1.134 -3.240 2.865  -1.76
C 1.145 -1.740 2.994  1.25
C 0.016 -1.096 3.497  -1.19
C -0.016 0.290 3.652  -0.83
C 1.093 1.037 3.292  -0.80
C 2.201 0.408 2.716  -0.02
N 3.260 1.225 2.331  0.08
C 4.074 1.205 1.196  -0.03
C 5.374 1.728 1.343  -0.40
C 6.302 1.622 0.315  -0.42
C 5.939 1.016 -0.894  -0.73
C 4.631 0.568 -1.078  -0.49
C 3.675 0.702 -0.073  0.10
C 2.226 0.481 -0.421  0.86
O 1.920 -0.243 -1.411  -0.79
O 1.368 1.106 0.295  -0.68
C 2.268 -0.994 2.613  0.95
C 3.509 -1.652 2.099  -1.20
H 1.246 -3.566 1.822  0.33
H 1.935 -3.713 3.449  0.39
H 0.183 -3.636 3.234  0.40
H -0.845 -1.706 3.780  0.31
H -0.899 0.785 4.052  0.51
H 1.110 2.125 3.388  0.38
H 3.414 2.034 2.923  0.28
H 5.650 2.180 2.303  0.36
H 7.314 2.001 0.468  0.38
H 6.663 0.911 -1.702  0.38
H 4.312 0.120 -2.022  0.41
H 3.580 -1.566 1.004  0.20
H 4.417 -1.205 2.528  0.31
H 3.509 -2.720 2.343  0.49



Let's list molar mass in order: 78.1; 221.4; 797.6; 606.7 u.